{"formula": "C9H14S", "method": "ωB97M-V/def2-TZVPD", "symbols": ["C", "C", "S", "H", "H", "H", "H", "H", "H", "C", "C", "C", "C", "C", "C", "C", "H", "H", "H", "H", "H", "H", "H", "H"], "coordinates": [[-3.1714, -1.0635, -2.0677], [-2.7472, -1.1123, 0.6976], [-1.8927, -0.5432, -0.8203], [-3.4183, -0.1317, -2.5664], [-2.6756, -1.7306, -2.7640], [-3.9972, -1.5006, -1.5277], [-2.5507, -2.1469, 0.7820], [-3.7992, -0.8531, 0.6521], [-2.2841, -0.6006, 1.5377], [1.4923, -1.3526, 1.3059], [2.5670, 1.3893, -0.9912], [2.4278, 0.1217, -0.4541], [2.0311, 2.5504, -0.4104], [1.5771, 0.0013, 0.6493], [1.3001, 2.3775, 0.7526], [0.9766, 1.1143, 1.2144], [3.1194, 1.5649, -1.9109], [2.8808, -0.7282, -0.9165], [2.2248, 3.4382, -0.9920], [0.8326, 3.2683, 1.1509], [1.6564, -2.1647, 0.6312], [0.6550, -1.4016, 1.9881], [0.4152, 0.9826, 2.1314], [2.3801, -1.4788, 1.9279]], "atomic_forces_ev_per_a": [[1.44, 0.84, 0.51], [0.65, 1.15, -0.55], [-0.64, -0.16, 0.08], [-0.48, -0.19, -0.18], [-0.33, -0.26, -0.04], [-0.24, -0.16, -0.21], [-0.23, -1.17, 0.29], [-0.09, -0.12, 0.07], [-0.02, 0.07, 0.05], [0.82, 0.87, 0.70], [0.45, 0.68, -0.55], [-1.08, 1.39, 0.25], [0.51, -1.97, -0.41], [0.69, -1.08, -0.02], [-0.93, 1.26, -0.84], [0.87, -0.13, 0.41], [0.11, -0.38, 0.05], [0.21, -0.42, -0.13], [-0.29, 0.53, 0.63], [-0.02, -0.08, 0.48], [-0.85, -0.59, -0.68], [-0.42, -0.52, -0.19], [-0.23, 0.10, -0.10], [0.11, 0.32, 0.40]], "total_energy_ev": -20394.655, "de_lowest_kcal_mol": 14.55, "gap_ha": 0.3410, "largest_force_ev_per_a": 2.08, "smiles": "Cc1ccccc1.CSC"}



{"formula": "C29H27F3N6O4PReS", "method": "ωB97M-V/def2-TZVPD", "symbols": ["Re", "N", "C", "C", "C", "C", "C", "C", "P", "C", "C", "C", "C", "C", "C", "C", "C", "C", "C", "C", "C", "H", "H", "H", "H", "H", "H", "H", "H", "H", "H", "H", "H", "H", "H", "H", "H", "N", "C", "O", "C", "C", "C", "C", "N", "C", "H", "H", "H", "H", "H", "H", "N", "C", "C", "N", "C", "C", "N", "H", "H", "H", "H", "H", "F", "C", "F", "F", "S", "O", "O", "O"], "coordinates": [[-1.4005, 0.4446, -0.5495], [-1.4910, -0.1058, -2.6604], [-0.3501, -0.9145, -3.1416], [-0.5014, -1.6837, -4.2807], [0.5903, -2.3961, -4.7587], [1.8108, -2.3333, -4.0992], [1.9462, -1.5684, -2.9535], [0.8601, -0.8445, -2.4517], [0.9963, 0.2275, -0.9966], [1.6870, 1.8148, -1.4756], [1.0204, 3.0199, -1.2548], [1.5957, 4.2138, -1.6656], [2.8322, 4.2058, -2.2937], [3.5009, 3.0061, -2.5156], [2.9321, 1.8109, -2.1141], [2.0835, -0.5752, 0.1789], [2.0812, -1.9677, 0.3195], [2.9153, -2.5656, 1.2479], [3.7441, -1.7847, 2.0451], [3.7502, -0.4035, 1.9083], [2.9254, 0.2041, 0.9751], [-2.3620, -0.5622, -2.9399], [-1.5057, 0.7669, -3.2010], [-1.4492, -1.7202, -4.8051], [0.4867, -2.9972, -5.6520], [2.6586, -2.8862, -4.4800], [2.8972, -1.5440, -2.4371], [0.0559, 3.0527, -0.7617], [1.0785, 5.1483, -1.4955], [3.2804, 5.1370, -2.6135], [4.4660, 3.0050, -3.0036], [3.4635, 0.8837, -2.2900], [1.4517, -2.5868, -0.3090], [2.9301, -3.6427, 1.3459], [4.3976, -2.2571, 2.7658], [4.4130, 0.1987, 2.5144], [2.9737, 1.2787, 0.8355], [-0.3459, -4.0465, 4.1940], [-0.0703, -3.0361, 3.3633], [0.8213, -2.2252, 3.5182], [-0.9262, -2.9031, 2.1079], [-1.7789, -3.8521, 1.5569], [-2.4780, -3.5571, 0.3869], [-2.3186, -2.3252, -0.1926], [-1.4522, -1.4000, 0.3175], [-0.7691, -1.7036, 1.4470], [0.2205, -4.1445, 5.0241], [-1.1333, -4.6609, 4.0920], [-1.9087, -4.8229, 2.0188], [-3.1536, -4.2745, -0.0570], [-2.8864, -2.0326, -1.0652], [-0.0677, -0.9761, 1.8342], [0.6926, 2.8939, 3.8606], [-0.3582, 2.2911, 3.3002], [-0.3214, 1.7830, 1.9789], [-1.3980, 1.2033, 1.4401], [-2.5159, 1.1032, 2.1815], [-2.5218, 1.5941, 3.4806], [-1.4766, 2.1759, 4.0288], [1.5683, 3.0209, 3.3863], [0.6024, 3.2323, 4.8066], [0.5730, 1.8546, 1.3766], [-3.3808, 0.6347, 1.7369], [-3.4158, 1.5106, 4.0877], [-5.8807, 2.5979, -0.4738], [-4.6724, 3.1005, -0.4796], [-4.5948, 4.2138, -1.1557], [-4.1968, 3.2375, 0.7437], [-3.5940, 1.8308, -1.3652], [-3.6576, 0.5434, -0.6344], [-3.8648, 1.8284, -2.7512], [-2.1040, 2.2310, -1.0311]], "atomic_forces_ev_per_a": [[0.72, 0.48, -0.36], [0.01, -0.06, -0.06], [0.04, 0.02, 0.06], [0.03, 0.04, 0.07], [-0.02, -0.01, -0.01], [0.01, -0.02, -0.03], [-0.02, 0.05, 0.12], [0.00, -0.06, -0.08], [-0.14, -0.02, 0.05], [0.00, -0.01, -0.06], [-0.06, 0.03, 0.07], [0.00, 0.00, 0.00], [0.00, 0.01, 0.00], [-0.01, -0.01, 0.00], [0.03, -0.03, 0.00], [-0.03, 0.03, -0.03], [0.03, -0.02, 0.01], [0.01, 0.03, -0.04], [0.01, 0.01, -0.02], [0.01, -0.05, 0.02], [0.00, 0.09, -0.02], [0.00, 0.00, 0.04], [0.04, 0.01, 0.03], [-0.01, 0.01, 0.00], [-0.01, 0.00, 0.00], [0.00, 0.00, 0.01], [0.01, 0.00, 0.02], [0.06, 0.00, 0.02], [0.00, 0.00, 0.00], [0.00, 0.00, 0.00], [0.00, -0.01, 0.00], [0.00, -0.01, 0.00], [-0.01, -0.01, -0.05], [0.00, 0.00, 0.00], [0.00, 0.00, 0.00], [0.01, 0.00, 0.00], [-0.02, -0.01, 0.00], [0.03, -0.03, 0.02], [0.07, 0.01, -0.14], [-0.10, 0.02, 0.07], [0.04, 0.07, 0.01], [0.01, 0.02, 0.06], [0.00, 0.05, -0.04], [-0.02, -0.02, 0.00], [-0.24, -0.23, 0.16], [0.06, 0.06, -0.01], [-0.02, 0.00, 0.01], [-0.03, -0.02, 0.01], [-0.02, -0.02, -0.01], [-0.01, 0.01, 0.00], [0.00, -0.03, -0.02], [-0.05, -0.04, 0.03], [0.00, -0.01, 0.06], [-0.06, -0.06, -0.15], [0.07, 0.06, 0.00], [0.16, 0.12, 0.16], [-0.11, -0.14, -0.01], [-0.05, -0.03, -0.08], [0.09, 0.03, 0.06], [-0.01, 0.01, -0.02], [0.01, 0.01, 0.00], [0.01, 0.02, -0.02], [0.00, 0.01, 0.04], [0.00, 0.00, -0.01], [0.11, 0.08, 0.02], [0.07, -0.02, -0.02], [-0.01, -0.08, 0.08], [-0.06, 0.00, -0.08], [-0.17, 0.04, -0.04], [-0.36, -0.07, 0.00], [0.02, 0.11, 0.02], [-0.08, -0.40, 0.08]], "total_energy_ev": -78023.559, "de_lowest_kcal_mol": 3.81, "gap_ha": [0.1767, 0.1908], "charge": 3, "s_squared": 0.756, "largest_force_ev_per_a": 0.93, "multiplicity": 2}



{"formula": "C4H5N", "method": "ωB97M-V/def2-TZVPD", "symbols": ["C", "C", "C", "C", "N", "H", "H", "H", "H", "H"], "coordinates": [[-1.2224, -1.2874, 0.9517], [-0.2291, -0.2766, -0.3294], [0.6032, 0.7113, -2.0333], [0.1395, -0.4943, 1.0609], [-1.3504, -1.0023, -0.3477], [-1.4542, -2.1239, 1.5760], [0.2947, 0.3979, -3.0053], [1.5047, 1.2462, -1.8854], [0.0860, 0.5189, 1.6183], [0.9811, -1.1164, 1.4659]], "atomic_forces_ev_per_a": [[2.71, 1.20, 0.72], [1.49, 1.17, -5.44], [-2.15, -2.19, 3.90], [-0.32, 1.18, 3.22], [-0.58, 0.13, -1.15], [-0.96, -0.43, -0.14], [-0.50, -0.39, -0.18], [0.63, 0.32, 0.49], [0.12, -1.74, -0.46], [-0.45, 0.75, -0.95]], "total_energy_ev": -5711.142, "de_lowest_kcal_mol": 177.67, "gap_ha": [0.2980, 0.3377], "largest_force_ev_per_a": 5.76}



Number 3 is which compound?
C4H5N